Density functional theory data (wB97M-V/def2-TZVPD) for 2 unconnected molecules or ions with the total composition CH4BF.

The geometry in XYZ format:
```
7
Properties=species:S:1:pos:R:3:forces:R:3:lowdin_charge:R:1
B 0.71781 -0.57435 -0.49867 -0.362 -2.307 -1.678 0.008
C 0.73494 0.57642 0.16457 -0.011 2.303 2.450 -0.057
F -2.97429 -0.54904 0.09965 1.132 0.316 0.303 -0.093
H 0.46868 -1.51788 -1.20363 0.406 0.609 0.528 0.022
H -0.25349 1.01110 0.01755 -0.440 0.140 -0.597 0.016
H 1.15806 1.17101 0.98959 0.326 -0.718 -0.758 0.038
H -2.09384 -0.31734 0.36258 -1.050 -0.343 -0.249 0.066
```
Forces are in eV/Å.

Computed properties:
- strongest force on any atom (hartree/bohr) = 0.065
- E (eV) = -4493.1448
- lowest unoccupied orbital energy (eV) = 0.2
- orbital gap (eV) = 9.9